# 1
82
Properties=species:S:1:pos:R:3:mulliken_charge:R:1 method="wB97M-V/def2-TZVPD" charge=-3 total_energy_ha=-5072.03047 e_lumo_ev=4.575 homo_lumo_gap_ev=4.05 homo_ev=0.528 molar_mass_g_mol=881.5
C 1.06513 -5.98146 -3.39172 0.39
F 0.37035 -4.97455 -3.96931 -0.22
F 0.43861 -7.16309 -3.62394 -0.26
F 2.22637 -6.02120 -4.07171 -0.27
S 1.46626 -5.57512 -1.57029 1.07
O 2.51616 -4.57908 -1.60908 -0.65
O 0.16169 -5.16051 -1.04736 -0.51
O 1.94587 -6.86250 -1.03424 -0.64
C 1.50513 -4.80813 3.90089 0.43
F 2.71590 -4.78575 4.49409 -0.24
F 0.70860 -5.75264 4.41418 -0.25
F 0.89983 -3.63208 4.12595 -0.22
S 1.64181 -5.11771 2.01284 0.97
O 2.58252 -4.10991 1.52745 -0.59
O 2.00584 -6.48867 1.69588 -0.60
O 0.29769 -4.81001 1.53009 -0.54
B 0.76927 -1.00946 -1.02944 0.21
F 0.68211 -1.23263 -2.44066 -0.47
F -0.47660 -0.47834 -0.60714 -0.30
F 1.04103 -2.19580 -0.38910 0.26
F 1.71690 -0.05714 -0.72795 -0.13
O -1.34798 5.40386 0.06904 -0.67
S -1.00095 4.10423 0.62126 1.18
O 0.29570 3.80486 1.13643 -0.44
O -2.05215 3.88000 1.88045 -0.36
C -3.44286 3.94271 1.66882 -0.32
C -4.04711 2.58688 2.06129 -1.02
C -1.49945 2.72795 -0.51633 -1.17
H -3.63121 4.13136 0.60879 0.32
H -3.84217 4.74378 2.29160 0.34
H -5.13258 2.72045 2.08653 0.37
H -3.67401 2.29421 3.04215 0.29
H -3.90260 1.73388 1.39812 0.21
H -1.60033 1.75991 -0.02480 0.29
H -0.68406 2.65294 -1.23589 0.38
H -2.41590 2.98177 -1.04717 0.60
O -5.43819 -1.08873 -4.03425 -0.66
S -4.29847 -0.67605 -3.27166 1.12
O -3.35201 -1.59555 -2.68510 -0.65
O -3.46170 0.38128 -4.18219 -0.40
C -2.36069 1.08119 -3.59706 0.45
C -1.06420 0.70916 -4.28980 -0.75
C -4.82423 0.48155 -1.94306 -0.61
H -2.30847 0.94245 -2.51636 -0.34
H -2.52704 2.16197 -3.66311 0.26
H -0.29436 1.31102 -3.80342 -0.05
H -1.07679 1.05635 -5.32521 0.41
H -0.88566 -0.36322 -4.26306 0.26
H -3.93525 0.82834 -1.42448 -0.01
H -5.39400 -0.05775 -1.18702 0.41
H -5.44866 1.23190 -2.42180 0.36
O 3.32389 2.01290 2.21269 -0.65
S 2.64789 0.75088 2.49239 1.00
O 2.82685 -0.36916 1.63115 -0.41
O 2.98113 0.32680 4.01925 -0.28
C 2.94608 1.32529 5.02846 -0.16
C 4.25010 2.01606 5.22915 -1.14
C 0.81764 1.03053 2.53000 -0.19
H 2.68789 0.84978 5.97684 0.32
H 2.14919 2.00165 4.70733 0.25
H 4.23903 2.85261 5.92937 0.36
H 4.58783 2.44541 4.28304 0.27
H 5.04179 1.31836 5.50880 0.30
H 0.71621 1.51669 1.56329 -0.58
H 0.45880 1.70004 3.31037 0.50
H 0.31243 0.07021 2.59992 0.33
O -1.31263 -2.67455 1.22387 -0.56
H -1.28623 -2.43586 2.15632 0.20
H -0.69559 -2.06684 0.80136 0.16
O -1.43052 -3.11179 -1.41949 -0.52
H -2.12725 -2.53938 -1.75528 0.54
H -0.66940 -2.90992 -1.97348 0.11
C 2.83761 2.13994 -2.34213 0.02
C 2.51771 2.90809 -1.03974 0.50
O 1.96795 4.15596 -1.45047 -0.32
C 2.34009 4.36014 -2.72018 0.65
O 2.38190 5.44192 -3.23794 -0.62
O 2.92601 3.25924 -3.26440 -0.43
H 1.95398 1.59230 -2.65688 0.02
H 3.80704 1.67905 -2.19438 0.39
H 3.35681 2.93312 -0.34179 0.22
H 1.81270 2.34364 -0.42958 -0.51

---

# 2
93
Properties=species:S:1:pos:R:3:mulliken_charge:R:1 method="wB97M-V/def2-TZVPD" multiplicity=3 s2=2.023 charge=+1 total_energy_ha=-5845.90950 e_lumo_ev="-2.358 / -2.354" homo_lumo_gap_ev="8.44 / 8.36" homo_ev="-10.799 / -10.717" molar_mass_g_mol=866.2
Co 0.38104 -2.26045 0.26005 0.09
C 4.32634 -0.42965 -2.92455 -1.41
N 3.67114 -1.19245 -1.89985 0.90
C 2.40154 -1.59265 -1.83285 -0.53
N 2.18074 -2.16955 -0.65685 -0.30
C 3.38844 -2.10005 -0.03815 -0.54
N 4.29454 -1.51025 -0.76725 -0.88
C 4.17194 1.06905 -2.74335 0.96
C 4.59834 1.89625 -3.77875 -0.98
C 4.48434 3.27275 -3.67455 -0.80
C 3.96184 3.84215 -2.52945 -0.90
C 3.55834 3.02275 -1.47885 -0.36
C 3.65134 1.63555 -1.59305 0.65
C 3.04144 3.62245 -0.27155 0.34
N 2.82844 4.88605 -0.04875 -0.36
N 2.29924 4.99445 1.17365 -0.63
C 2.21184 3.79685 1.66875 0.83
O 2.68064 2.86855 0.79525 -0.13
C 1.61604 3.38075 2.91955 -0.57
C 0.75604 4.23295 3.61115 -1.01
C 0.07554 3.76695 4.71805 -0.79
C 0.24984 2.45905 5.15055 -0.87
C 1.15374 1.62455 4.50515 0.91
C 1.40614 0.21335 4.98635 -1.33
N 0.90774 -0.75935 4.04305 1.12
C 1.33194 -1.04365 2.81085 -0.43
N 0.53984 -1.95805 2.26825 -0.02
C -0.37436 -2.20395 3.24155 -0.52
N -0.17016 -1.49085 4.31405 -1.13
C 1.83084 2.08965 3.38835 0.48
H 3.92114 -0.71865 -3.89865 0.47
H 5.38974 -0.68985 -2.89245 0.36
H 1.67644 -1.45465 -2.60825 0.65
H 3.59394 -2.50255 0.93405 0.61
H 5.02144 1.44885 -4.66575 0.50
H 4.81414 3.90245 -4.48455 0.44
H 3.86644 4.90885 -2.42025 0.59
H 3.31974 1.02485 -0.76675 0.64
H 0.63384 5.24335 3.26135 0.55
H -0.60046 4.42305 5.24405 0.44
H -0.30766 2.08995 5.99915 0.44
H 0.89104 0.02025 5.92955 0.40
H 2.48184 0.06295 5.12525 0.33
H 2.18874 -0.61935 2.33075 0.57
H -1.17056 -2.91435 3.15175 0.63
H 2.54284 1.46335 2.87325 0.72
C -3.12686 -1.67605 -5.22295 -0.52
C -3.84986 -0.93765 -4.30175 -0.73
C -3.48076 -0.94555 -2.96845 -0.57
C -2.39096 -1.69075 -2.54435 0.64
C -1.66376 -2.41985 -3.47795 -0.76
C -2.02966 -2.41535 -4.81115 -0.88
Ge -1.91406 -1.85805 -0.62935 3.03
C -2.15156 -3.80075 -0.28255 0.14
C -3.35556 -4.33115 -0.72915 -0.43
C -3.68166 -5.64485 -0.46255 -0.79
C -2.80736 -6.43805 0.26255 -0.58
C -1.59436 -5.92585 0.69585 -1.10
C -1.26676 -4.60985 0.41365 -0.10
C -3.16176 -0.94915 0.61935 0.04
C -3.45136 0.40475 0.50075 0.09
C -4.21276 1.05015 1.45815 -1.00
C -4.67706 0.34725 2.55835 -0.66
C -4.39386 -1.00145 2.68775 -0.78
C -3.65016 -1.64705 1.71635 -0.41
H -3.42506 -1.68425 -6.26085 0.41
H -4.71016 -0.36505 -4.61525 0.44
H -4.05086 -0.38465 -2.24175 0.39
H -0.81346 -3.00675 -3.14645 0.47
H -1.46806 -2.99795 -5.52795 0.43
H -4.03286 -3.70095 -1.28675 0.42
H -4.62166 -6.03825 -0.81845 0.43
H -3.07326 -7.45815 0.49035 0.41
H -0.91456 -6.55405 1.25595 0.43
H -0.29416 -4.20265 0.73985 0.66
H -3.06946 0.96265 -0.34675 0.42
H -4.43886 2.10215 1.35315 0.47
H -5.26466 0.85955 3.30505 0.42
H -4.74836 -1.55195 3.54555 0.43
H -3.44916 -2.70745 1.79715 0.43
O 0.07334 0.10135 -1.68445 -0.47
B -0.25046 -0.47315 -0.46655 0.50
O -0.41606 0.50325 0.49535 -0.21
C -0.23106 1.69605 -0.13765 0.76
C -0.36196 2.98005 0.34855 -1.42
C -0.12476 4.01125 -0.54765 -0.74
C 0.22684 3.76255 -1.86875 -0.77
C 0.33004 2.47275 -2.36775 -1.24
C 0.08474 1.44865 -1.47715 0.89
H -0.63426 3.16115 1.37405 0.95
H -0.19376 5.03175 -0.20475 0.36
H 0.43914 4.59475 -2.51995 0.39
H 0.57594 2.27455 -3.39845 0.57

---

# 3
40
Properties=species:S:1:pos:R:3:mulliken_charge:R:1 method="wB97M-V/def2-TZVPD" charge=0 smiles="N#Cc1cccc(C(=O)OCCCCCc2ccccc2)n1" total_energy_ha=-956.68712 e_lumo_ev=-0.453 homo_lumo_gap_ev=8.36 homo_ev=-8.816 molar_mass_g_mol=294.4
N -2.38900 -3.37361 0.19334 -0.48
C -2.53854 -2.21773 -0.02449 -0.03
C -2.83348 -0.87596 -0.34042 0.72
C -4.18452 -0.57489 -0.62264 -0.67
C -4.52930 0.72668 -0.88030 -0.33
C -3.52029 1.68453 -1.01012 -0.40
C -2.16545 1.34527 -0.73563 0.41
C -1.08585 2.41172 -0.72272 0.13
O -1.27426 3.45250 -1.34490 -0.59
O 0.03422 2.12212 -0.01100 -0.04
C 1.04377 3.12537 0.07120 -0.77
C 2.21273 2.61891 0.93045 -0.69
C 1.74794 2.19606 2.35384 -0.67
C 2.77114 1.28426 3.07135 -0.73
C 2.37705 -0.18047 2.96668 -1.33
C 2.56747 -0.74959 1.57251 0.35
C 3.82800 -1.23911 1.16085 -0.32
C 4.01897 -1.69654 -0.15811 -0.52
C 2.98081 -1.68516 -1.03036 -0.56
C 1.71875 -1.22003 -0.62115 -0.54
C 1.51703 -0.75999 0.67338 0.15
N -1.84578 0.05477 -0.43336 -0.13
H -4.92811 -1.36469 -0.52940 0.42
H -5.60094 0.96584 -1.02044 0.38
H -3.78106 2.72777 -1.23489 0.42
H 1.41234 3.34779 -0.92147 0.37
H 0.60965 4.03873 0.50084 0.38
H 2.89763 3.41151 1.06488 0.57
H 2.72590 1.83354 0.38593 0.25
H 1.59907 3.09605 2.92919 0.54
H 0.77864 1.70413 2.32157 0.27
H 2.82902 1.58769 4.09448 0.35
H 3.76967 1.42573 2.62393 0.44
H 2.99712 -0.77366 3.64782 0.49
H 1.33036 -0.30021 3.26360 0.38
H 4.60711 -1.24183 1.88690 0.46
H 5.01350 -2.03028 -0.51522 0.33
H 3.10045 -2.04880 -2.03668 0.40
H 0.84912 -1.25642 -1.27737 0.40
H 0.50623 -0.40493 0.92502 0.22

---

# 4
14
Properties=species:S:1:pos:R:3:mulliken_charge:R:1 method="wB97M-V/def2-TZVPD" charge=0 total_energy_ha=-415.86209 e_lumo_ev=0.356 homo_lumo_gap_ev=9.28 homo_ev=-8.928 molar_mass_g_mol=114.1
C 0.76703 0.41688 -1.33977 -0.37
C -0.11189 0.35474 -0.06648 0.19
C -0.03315 -0.65001 0.77898 -0.23
C -1.22200 0.89142 1.69866 0.45
H 1.14626 -0.95115 -3.12041 0.27
H 0.01136 -1.49714 -1.45622 0.24
H 1.72736 0.72303 -1.15781 0.28
H 0.28363 0.97502 -2.10200 0.33
H 0.22347 -1.63192 0.46350 0.37
H -0.47919 -0.47104 3.19425 0.40
N 1.01115 -0.89628 -1.87831 -0.65
N -0.75614 -0.28232 1.95793 -0.27
O -1.55762 1.73185 2.56198 -0.67
O -1.01027 1.28695 0.46572 -0.35